#1
Below is a 11-piece molecular cluster, C11H44O11 overall, with properties calculated with ωB97M-V/def2-TZVPD.

## Properties
2S+1: 1
M (g mol⁻¹): 352.46
Kohn-Sham gap (eV): 10.62
E_LUMO (eV): 0.6858
SMILES: CO.CO.CO.CO.CO.CO.CO.CO.CO.CO.CO

Last column: natural (NBO) charge in e.
Positions of all 66 atoms, in Å:
C -1.11701 5.22437 4.32347  -0.25
O -0.92394 3.87492 4.08092  -0.76
H -2.13253 5.35257 4.75697  0.16
H -0.44424 5.49260 5.14530  0.18
H -1.08546 5.89995 3.46470  0.16
H -1.74000 3.48223 3.79765  0.50
C -3.62020 1.37160 4.12194  -0.24
O -2.96340 2.03719 3.05216  -0.75
H -2.88564 1.03069 4.87961  0.17
H -4.27208 2.05091 4.54710  0.18
H -4.22785 0.47893 3.83857  0.17
H -2.32896 1.39957 2.65537  0.49
C 2.67432 0.00270 -0.05666  -0.25
O 2.76286 0.31675 1.31744  -0.75
H 2.47520 -1.04404 -0.23011  0.17
H 1.90015 0.54166 -0.61492  0.17
H 3.59484 0.29462 -0.51175  0.16
H 2.52638 1.26382 1.45339  0.50
C 1.81824 -4.47649 -1.99057  -0.25
O 1.27375 -4.07948 -0.80052  -0.71
H 2.42093 -5.40390 -1.87228  0.18
H 1.01991 -4.85225 -2.66476  0.14
H 2.32808 -3.74826 -2.62933  0.17
H 0.80578 -3.28130 -0.97026  0.47
C -1.33871 -3.21128 -3.91541  -0.26
O -0.59581 -2.08650 -3.36584  -0.78
H -1.38033 -4.00233 -3.15543  0.16
H -2.32004 -2.84918 -4.17778  0.18
H -0.86087 -3.54823 -4.80618  0.18
H 0.18350 -1.93700 -3.93730  0.51
C -2.36371 -2.24559 0.23206  -0.26
O -1.38672 -1.87657 -0.70266  -0.74
H -2.09062 -3.18363 0.72952  0.17
H -2.40102 -1.49875 1.00468  0.20
H -3.42933 -2.32603 -0.08222  0.17
H -1.28604 -2.49378 -1.44082  0.50
C 0.19455 1.76279 -4.69512  -0.25
O 0.48464 1.02506 -3.53139  -0.77
H 1.10527 1.70953 -5.33799  0.18
H -0.68008 1.39294 -5.23599  0.17
H -0.05732 2.81761 -4.48728  0.16
H -0.34491 0.93077 -3.02729  0.52
C -1.34266 1.56119 -0.55621  -0.24
O -1.53897 0.69152 -1.67874  -0.79
H -0.64125 1.21815 0.18283  0.17
H -0.93896 2.46690 -0.93875  0.18
H -2.33474 1.73140 -0.09620  0.17
H -1.67315 -0.25681 -1.42765  0.51
C 2.01863 2.23463 3.87639  -0.25
O 1.44841 2.52147 2.58871  -0.78
H 3.05273 1.86791 3.76880  0.19
H 2.09325 3.19303 4.45355  0.18
H 1.38145 1.47822 4.36583  0.18
H 0.81268 3.24404 2.68172  0.50
C 0.01845 -1.59709 2.68043  -0.25
O -0.67148 -0.34270 2.34447  -0.77
H 0.41107 -1.55317 3.68347  0.18
H -0.72245 -2.37214 2.60196  0.17
H 0.75312 -1.81294 1.89632  0.19
H 0.00024 0.28198 2.08774  0.48
C 3.44183 -1.18918 -3.53416  -0.24
O 2.17957 -0.97993 -4.19631  -0.79
H 4.15869 -0.39808 -3.71513  0.17
H 3.33469 -1.25971 -2.46122  0.16
H 3.77899 -2.14901 -3.89412  0.18
H 1.68828 -0.18887 -3.87476  0.51

#2
Below is a 11-piece molecular cluster, C11H44O11 overall, with properties calculated with ωB97M-V/def2-TZVPD.

## Properties
2S+1: 1
M (g mol⁻¹): 352.46
Kohn-Sham gap (eV): 9.78
E_LUMO (eV): 0.3908
SMILES: CO.CO.CO.CO.CO.CO.CO.CO.CO.CO.CO

Last column: natural (NBO) charge in e.
Positions of all 66 atoms, in Å:
C 3.50951 1.22354 0.75659  -0.25
O 3.67504 0.55869 1.97351  -0.71
H 2.68146 1.92736 0.85323  0.18
H 4.35711 1.81167 0.37977  0.17
H 3.17618 0.51834 -0.00051  0.15
H 4.49013 0.05767 1.79676  0.46
C -1.19487 4.26373 -0.64479  -0.25
O -2.38557 3.58764 -0.22757  -0.75
H -1.41236 4.93418 -1.49399  0.17
H -0.83065 4.85735 0.17951  0.19
H -0.43462 3.57304 -1.04796  0.17
H -2.69387 3.02647 -0.94588  0.48
C -0.04844 0.42915 0.22398  -0.24
O -0.81577 -0.64637 -0.21262  -0.78
H 1.01073 0.21826 0.09736  0.15
H -0.31633 1.35747 -0.27585  0.17
H -0.26452 0.60885 1.28182  0.18
H -0.36774 -1.47900 0.04371  0.51
C -1.47218 -1.18255 -3.67684  -0.24
O -1.80252 -0.17738 -2.77881  -0.76
H -0.68287 -1.79113 -3.25585  0.16
H -2.32307 -1.83047 -3.93305  0.15
H -1.02158 -0.78110 -4.57983  0.16
H -1.54265 -0.43555 -1.88393  0.50
C 0.61147 1.91692 -4.50401  -0.25
O 1.85228 2.40159 -5.02363  -0.73
H -0.19837 2.67126 -4.52301  0.17
H 0.27928 1.08191 -5.12818  0.16
H 0.81022 1.53128 -3.50817  0.19
H 1.68091 2.76354 -5.89200  0.46
C 2.46866 -1.32942 -3.13765  -0.25
O 2.34129 -2.69201 -2.78343  -0.73
H 3.47893 -1.08163 -3.49251  0.17
H 1.77958 -1.08677 -3.94595  0.16
H 2.18970 -0.74607 -2.27060  0.18
H 2.54439 -3.20786 -3.54532  0.46
C 1.62960 -2.36788 1.55742  -0.26
O 0.35639 -2.79059 1.05404  -0.76
H 1.48462 -1.54416 2.23355  0.21
H 2.08855 -3.21520 2.05631  0.18
H 2.24180 -2.05676 0.72130  0.17
H 0.55053 -3.63614 0.62026  0.49
C 0.94740 0.73649 4.36720  -0.27
O 0.55252 -0.46804 5.00445  -0.72
H 1.88549 0.60629 3.80780  0.17
H 0.18439 0.94700 3.63707  0.19
H 1.00178 1.62259 4.99360  0.16
H 1.14323 -0.59825 5.75684  0.46
C -2.32017 -1.59071 3.13811  -0.24
O -2.05875 -2.95368 2.87668  -0.74
H -2.77867 -1.51097 4.11863  0.17
H -1.42660 -0.93963 3.09270  0.17
H -3.05001 -1.12991 2.48266  0.16
H -1.25199 -3.01389 2.33803  0.48
C -1.75383 3.55647 3.29393  -0.25
O -1.62608 2.41819 2.43993  -0.75
H -2.68046 4.09989 3.06392  0.17
H -1.77674 3.31290 4.36073  0.18
H -0.87165 4.17046 3.16578  0.16
H -2.03528 2.67734 1.61366  0.49
C -2.12849 -3.71667 -0.82357  -0.25
O -2.64890 -4.74402 -1.60737  -0.71
H -2.84910 -2.95273 -0.56593  0.18
H -1.76200 -4.19140 0.07759  0.17
H -1.27262 -3.28375 -1.34368  0.15
H -2.90387 -4.29580 -2.40594  0.46

#3
Below is a 11-piece molecular cluster, C11H44O11 overall, with properties calculated with ωB97M-V/def2-TZVPD.

## Properties
2S+1: 1
M (g mol⁻¹): 352.46
Kohn-Sham gap (eV): 10.47
E_LUMO (eV): 0.6138
SMILES: CO.CO.CO.CO.CO.CO.CO.CO.CO.CO.CO

Last column: natural (NBO) charge in e.
Positions of all 66 atoms, in Å:
C 4.60717 15.15712 13.60005  -0.25
O 5.45144 14.30961 12.85019  -0.75
H 3.64863 14.79483 13.87257  0.16
H 5.01082 15.54698 14.53610  0.18
H 4.45858 16.08642 12.98177  0.15
H 4.96582 13.80243 12.21619  0.49
C 2.09031 14.24869 10.51117  -0.25
O 3.43695 13.68971 10.64254  -0.79
H 1.60316 13.85480 9.61215  0.17
H 1.53087 13.97493 11.37057  0.17
H 2.10143 15.39224 10.36663  0.18
H 3.44587 12.82749 10.19861  0.51
C 7.57660 11.29359 9.51286  -0.27
O 7.35312 10.14636 8.68475  -0.75
H 8.11951 11.98120 8.93399  0.19
H 6.69617 11.65532 10.04095  0.16
H 8.15522 10.97237 10.36469  0.17
H 7.04527 9.39957 9.18560  0.49
C 6.44126 10.66501 13.98258  -0.26
O 7.35925 9.57972 13.72142  -0.77
H 5.53145 10.50147 13.43417  0.17
H 6.23482 10.50565 15.05184  0.18
H 6.83329 11.68748 13.91887  0.20
H 7.24766 9.34451 12.76769  0.49
C 5.25560 13.62732 7.04187  -0.25
O 4.97743 12.27863 7.45946  -0.77
H 5.24386 14.30378 7.88343  0.18
H 6.22642 13.72041 6.59289  0.17
H 4.48077 13.89601 6.22656  0.18
H 5.65166 11.91787 8.05329  0.49
C 2.17071 11.41476 6.92854  -0.25
O 2.93788 10.27211 7.31781  -0.75
H 1.80458 11.21664 5.91361  0.17
H 1.33807 11.62148 7.63844  0.18
H 2.78893 12.24239 7.02450  0.19
H 3.84562 10.35009 6.96554  0.50
C 8.09040 6.88828 16.16494  -0.25
O 8.01618 7.05201 14.71910  -0.80
H 7.18283 7.34497 16.55291  0.17
H 8.05139 5.82490 16.48663  0.18
H 8.98700 7.38068 16.52963  0.17
H 7.80517 8.03053 14.51265  0.51
C 7.11109 4.60523 13.11234  -0.25
O 6.41896 5.74974 12.61424  -0.75
H 6.76260 4.16240 14.04874  0.16
H 7.19705 3.89326 12.31924  0.18
H 8.08698 4.89522 13.41950  0.18
H 6.70384 6.38875 13.27537  0.49
C 2.27742 11.27988 14.37619  -0.25
O 1.93672 10.58270 15.55246  -0.72
H 2.23301 10.70376 13.47676  0.16
H 1.68117 12.18629 14.19575  0.16
H 3.35743 11.59740 14.41612  0.18
H 1.14425 10.08728 15.40012  0.47
C 4.09779 9.98381 10.86591  -0.24
O 3.42790 10.98958 10.00959  -0.80
H 5.16386 10.11230 10.91338  0.16
H 3.69825 10.11177 11.85112  0.18
H 3.90957 8.98733 10.53751  0.18
H 3.27341 10.67818 9.07010  0.51
C 8.83823 7.77424 10.82213  -0.25
O 7.48604 8.26045 10.84122  -0.78
H 8.97704 7.28347 9.82256  0.18
H 9.52240 8.58055 10.97495  0.19
H 9.04184 7.08334 11.63362  0.19
H 6.88528 7.65237 11.19240  0.49

Which one is most stable, and which one is least stable? #1 is the most stable of them, while #3 is the least stable.